[1]
Entry from the Open Molecules 2025 dataset: C12H24LiN4O2Ta as an isolated structure (wB97M-V/def2-TZVPD).

- charge = +2
- energy above the lowest of the compared OMol25 structures with the same formula, charge and spin (eV) = 0.0000
- LUMO level (eV) = -8.59
- E_tot (eV) = -24632.5370

Atoms and positions in Å:
N 0.91866 2.27694 -0.40089
C 1.17098 3.39692 -0.82073
O 1.45860 4.47522 -1.18887
Li 3.19029 -0.68787 1.24860
Ta 0.60220 0.59030 0.51501
N 1.63725 -1.06388 0.09749
N -1.28971 0.47061 0.94373
C 1.71918 -1.47585 -1.34369
C -2.47323 1.04391 0.26369
C 2.88172 -2.45732 -1.51222
C 0.41107 -2.15068 -1.74517
C 1.96448 -0.24605 -2.20503
C -2.66350 2.47600 0.76503
C -3.73091 0.23380 0.58587
C -2.23283 1.03910 -1.23474
H 3.83340 -2.01187 -1.18935
H 2.97659 -2.71898 -2.57522
H 2.71741 -3.38452 -0.95213
H 0.23205 -3.04912 -1.13889
H 0.48452 -2.45510 -2.80244
H -0.45130 -1.47277 -1.63671
H 1.21899 0.55923 -2.06283
H 1.91168 -0.55570 -3.26461
H 2.96800 0.17750 -2.03840
H -2.90031 2.48566 1.83586
H -3.49878 2.94112 0.22021
H -1.76083 3.08089 0.60330
H -4.03828 0.34358 1.63083
H -3.58777 -0.82749 0.36198
H -4.55421 0.60603 -0.03753
H -3.10036 1.51098 -1.71950
H -2.16306 0.01088 -1.61726
H -1.33771 1.60943 -1.52575
C 1.46827 -2.18138 1.08106
H 0.76044 -1.90260 1.87895
H 1.06710 -3.07135 0.57170
H 2.44665 -2.46726 1.54071
C -1.46798 0.15110 2.38181
H -0.50925 0.18036 2.92248
H -2.13739 0.88768 2.85150
H -1.90892 -0.85059 2.50768
O 3.17528 2.19630 3.49645
C 2.64838 1.46037 2.74001
N 1.94315 0.82645 1.96803

***

[2]
Entry from the Open Molecules 2025 dataset: C5H8N2O as an isolated structure (wB97M-V/def2-TZVPD).

- energy above the lowest of the compared OMol25 structures with the same formula, charge and spin (eV) = 7.3006
- LUMO level (eV) = -0.59
- E_tot (eV) = -10335.4255

Atoms and positions in Å:
C -0.29524 1.23092 -1.79010
C -0.04948 1.48628 -0.25311
C 0.63108 0.26483 0.28630
C 0.75814 -1.67123 1.31956
C -0.21555 -0.77493 1.10509
H -1.07351 2.18911 -1.94445
H -0.80061 -0.07063 -2.07639
H 0.88621 1.31621 -2.04572
H 0.52069 2.56449 -0.27621
H -1.14584 1.38419 0.36153
H 0.79427 -2.56739 2.04003
H -1.02723 -0.21321 1.72651
H -1.71063 -2.16403 0.50641
N 1.88091 -0.11973 0.03302
N 1.92742 -1.26001 0.86261
O -1.08064 -1.59486 0.14492

***

[3]
Entry from the Open Molecules 2025 dataset: a 6-piece molecular cluster, C8H25F3N8O7 overall (wB97M-V/def2-TZVPD).

- energy above the lowest of the compared OMol25 structures with the same formula, charge and spin (eV) = 0.0000
- LUMO level (eV) = -0.11
- E_tot (eV) = -43110.4616

Atoms and positions in Å:
O -0.24975 -0.16645 0.58374
H -0.33480 0.47870 1.37497
H 0.57486 -0.70619 0.68427
H -0.30219 0.08587 -0.36228
C 0.00695 2.67142 2.05720
O 1.12441 2.16296 1.25707
O -0.66139 1.56787 2.43591
C 0.62316 3.41631 3.24307
F 0.85589 4.72168 2.96387
F -0.20984 3.40305 4.29974
F 1.76164 2.88278 3.68246
C 1.73904 3.10990 0.40888
C 2.57195 2.25326 -0.55785
H 3.52098 1.89885 -0.15949
H 1.97147 1.43182 -0.94767
H 2.84047 2.87067 -1.42556
H 2.32675 3.90308 0.87757
H 0.99367 3.60777 -0.22908
H -0.57419 3.28025 1.34710
C -0.38176 -0.26420 -3.24619
O -0.56771 -0.30214 -2.03691
N 0.68410 0.43386 -3.76026
N -1.00585 -1.06996 -4.15443
H 0.65704 0.52165 -4.75810
H 1.29491 0.85390 -3.08464
H -0.74674 -0.99046 -5.12059
H -1.95284 -1.29392 -3.89434
C -0.99347 -3.34234 0.57616
O -0.42575 -3.01228 1.59644
N -0.59364 -4.38413 -0.23967
N -2.13868 -2.72711 0.14135
H 0.11122 -5.00652 0.11648
H -1.34208 -4.86330 -0.71302
H -2.56944 -2.15469 0.84868
H -2.60003 -3.12137 -0.65464
C 2.60823 -2.05895 -0.77592
O 1.86717 -1.58949 0.07864
N 2.12651 -2.43149 -1.99755
N 3.90958 -2.32736 -0.51077
H 1.12693 -2.29615 -2.00129
H 2.66719 -3.06230 -2.55623
H 4.27145 -2.25497 0.42327
H 4.57390 -2.70721 -1.16084
C -4.12128 0.47243 1.82494
O -5.25504 0.02499 1.81582
N -3.60003 1.40236 0.95565
N -3.26588 0.29346 2.88188
H -4.15833 1.85817 0.26046
H -2.65694 1.73251 1.08958
H -2.40075 0.81359 2.79542
H -3.70106 -0.02015 3.72668